Record 1
15
Properties=species:S:1:pos:R:3:nbo_charge:R:1 method="wB97M-V/def2-TZVPD" e_above_lowest_kcal_mol=53.2 gap_ha=0.3437
C -0.2918 1.1307 1.6548 -0.73
C 0.5165 0.4432 0.5228 0.72
O 1.7002 0.4016 0.4267 -0.55
N -0.2242 -0.3773 -0.4348 -0.52
C 0.0388 -0.1247 -1.9156 -0.40
C -1.2908 -1.3721 -0.0751 -0.42
H -0.1777 0.5473 2.5408 0.24
H 0.1300 2.1188 1.6991 0.24
H -1.2909 1.4631 1.4082 0.23
H -0.1551 -0.9052 -2.5837 0.20
H 1.0514 0.1905 -2.0898 0.22
H -0.6011 0.5721 -2.3340 0.18
H -1.3138 -2.3113 -0.7869 0.21
H -1.2290 -1.7888 0.9749 0.21
H -2.2822 -0.9205 -0.3190 0.18

***

Record 2
81
Properties=species:S:1:pos:R:3:lowdin_charge:R:1 method="wB97M-V/def2-TZVPD" total_charge=+1 e_above_lowest_kcal_mol=4.6 gap_ha=0.2781
Ti 0.1611 -0.0209 -0.4158 1.10
N 0.1087 -1.1205 1.7550 0.03
N -0.0501 -0.0391 2.6284 0.04
C 0.1780 1.2344 2.1655 -0.62
O -0.0164 2.2434 2.7719 0.14
O 0.6589 1.1964 0.8980 -0.20
H -0.7348 -1.6869 1.7302 0.11
H 0.8986 -1.6921 2.0363 0.13
H -0.4040 -0.1723 3.5617 0.17
O -1.6157 -0.5270 -0.1658 -0.41
S -1.5930 -1.8063 -1.1403 0.42
O -2.6542 -1.7273 -2.0703 -0.20
O -0.2190 -1.4227 -1.7538 -0.42
O -1.4291 -2.9564 -0.3062 -0.26
C -0.8247 4.7179 -2.3613 -0.07
C -0.3556 3.6263 -1.3908 -0.66
C 1.0655 3.9362 -0.9131 -0.07
C -1.3263 3.6225 -0.1999 -0.07
P -0.4532 1.9340 -2.1695 1.17
C -2.1511 1.8453 -2.8090 -0.33
C -3.2019 1.4304 -1.9951 -0.10
C -4.5080 1.4535 -2.4628 -0.05
C -4.7823 1.8926 -3.7466 -0.05
C -3.7458 2.3232 -4.5632 -0.05
C -2.4432 2.3053 -4.0971 -0.10
C 0.7482 1.7102 -3.5894 -0.66
C 2.0377 1.1722 -2.9671 -0.11
C 1.0973 2.9738 -4.3838 -0.07
C 0.2065 0.6326 -4.5418 -0.07
H -0.7938 5.6702 -1.8274 0.10
H -1.8521 4.5543 -2.6846 0.08
H -0.1896 4.8149 -3.2408 0.06
H 1.0515 4.9065 -0.4128 0.10
H 1.7770 4.0070 -1.7371 0.07
H 1.4226 3.2049 -0.1912 0.06
H -1.2387 4.5822 0.3127 0.11
H -1.0972 2.8542 0.5340 0.05
H -2.3601 3.5124 -0.5271 0.08
H -3.0157 1.0766 -0.9935 0.09
H -5.3078 1.1175 -1.8168 0.12
H -5.8006 1.9026 -4.1123 0.11
H -3.9511 2.6789 -5.5641 0.11
H -1.6599 2.6679 -4.7446 0.09
H 2.3991 1.7675 -2.1271 0.07
H 2.8333 1.1460 -3.7125 0.09
H 1.9014 0.1344 -2.6521 0.06
H 1.5943 3.7259 -3.7714 0.07
H 0.2377 3.4352 -4.8646 0.07
H 1.7963 2.6853 -5.1725 0.10
H -0.1469 -0.2486 -4.0063 0.07
H 1.0259 0.3269 -5.1982 0.10
H -0.6055 0.9941 -5.1676 0.07
C 6.2379 -0.7714 -6.3198 -0.10
C 5.4966 -1.8617 -5.5589 -0.30
S 5.7176 -1.6314 -3.8075 0.64
O 5.0192 -0.4307 -3.4015 -0.31
O 7.1030 -1.7881 -3.4780 -0.28
C 4.8246 -3.0066 -3.0617 -0.19
C 4.8792 -2.9137 -1.5374 -0.11
N 4.0067 -1.8658 -0.9838 0.08
C 2.6779 -2.0045 -0.8249 -0.28
N 2.1521 -0.8791 -0.3251 0.01
C 3.1904 0.0085 -0.1479 -0.02
C 4.3285 -0.5922 -0.5556 -0.13
N 5.6470 -0.0066 -0.5106 -0.33
O 5.6726 1.1943 -0.3649 0.13
O 6.6029 -0.7479 -0.5825 0.11
C 1.9780 -3.2988 -1.0267 0.04
H 6.0939 -0.9228 -7.3878 0.09
H 7.3042 -0.8083 -6.1044 0.08
H 5.8594 0.2148 -6.0547 0.08
H 5.8879 -2.8539 -5.7905 0.11
H 4.4235 -1.8424 -5.7555 0.10
H 5.3212 -3.9232 -3.3810 0.12
H 3.8011 -3.0048 -3.4396 0.10
H 5.8935 -2.7142 -1.2052 0.12
H 4.5591 -3.8579 -1.1023 0.13
H 3.0619 0.9985 0.2525 0.13
H 2.4253 -4.0522 -0.3733 0.11
H 2.0626 -3.6547 -2.0536 0.10
H 0.9270 -3.2129 -0.7812 0.06

***

Record 3
19
Properties=species:S:1:pos:R:3:nbo_charge:R:1 method="wB97M-V/def2-TZVPD" total_charge=-1 e_above_lowest_kcal_mol=58.6 gap_ha=0.2167
C -1.1848 -1.9805 -1.1745 -0.14
C 1.7004 -2.5948 0.8574 0.94
C -1.8568 -1.4608 0.0789 -0.12
C 0.4408 1.6439 -0.2434 -0.45
C 1.2467 1.3436 1.0094 -0.43
C 1.2155 0.3438 -0.0991 -0.23
C 0.3748 -0.9756 -0.0207 0.20
N 0.0684 -1.6333 -1.1332 -0.41
O 2.5711 -1.9878 1.3816 -0.65
O 1.2710 -3.5873 0.3786 -0.64
O -0.7652 -0.7736 0.7559 -0.58
H -1.6615 -2.8312 -1.6624 0.17
H -2.6663 -0.7541 -0.0507 0.16
H -2.1532 -2.3830 0.7508 0.13
H -0.5579 1.4980 -0.2648 0.21
H 0.8789 2.4977 -0.7217 0.19
H 2.2176 1.6808 1.2461 0.20
H 0.6127 1.1550 1.7785 0.21
H 2.0309 0.1935 -0.7625 0.21

***

Record 4
23
Properties=species:S:1:pos:R:3:nbo_charge:R:1 method="wB97M-V/def2-TZVPD" e_above_lowest_kcal_mol=0.0 gap_ha=0.3188
S -3.5611 0.1284 -0.1200 -0.62
P -1.5999 0.0244 -0.0480 1.31
C -0.8613 1.6406 -0.0732 -0.60
N 0.6355 1.3924 -0.0021 -0.49
C 1.0807 0.6802 1.2763 -0.07
N 0.6485 -0.7357 1.1895 -0.48
C 1.2174 -1.3752 -0.0046 -0.06
N 0.7071 -0.6952 -1.1958 -0.48
C 1.1592 0.7260 -1.2030 -0.07
C -0.7753 -0.8621 -1.3997 -0.58
C -0.8643 -0.8391 1.3881 -0.57
H -1.2559 2.1804 0.7829 0.25
H -1.1612 2.2245 -0.9619 0.25
H 2.1838 0.7137 1.4342 0.21
H 0.6595 1.1627 2.1690 0.21
H 0.9494 -2.4321 -0.0131 0.20
H 2.3247 -1.3244 0.0449 0.21
H 0.8550 1.2631 -2.1082 0.21
H 2.2658 0.7369 -1.1658 0.21
H -1.1214 -0.4974 -2.3577 0.24
H -1.0694 -1.9029 -1.3760 0.24
H -1.2289 -0.3219 2.3040 0.24
H -1.1879 -1.8872 1.4402 0.25

***

Record 5
10
Properties=species:S:1:pos:R:3:nbo_charge:R:1 method="wB97M-V/def2-TZVPD" e_above_lowest_kcal_mol=50.1 gap_ha=0.4137
C 0.2211 -1.1529 -1.5843 -0.41
N 0.0811 -0.4547 -0.3802 -0.19
C 0.4325 -0.5536 0.8524 0.14
N 0.1868 0.6201 1.4892 -0.30
N -0.5281 1.3504 0.6051 -0.05
N -0.5615 0.7065 -0.4956 -0.10
H 1.3015 -1.3574 -1.8286 0.21
H -0.1993 -0.4805 -2.2725 0.25
H -0.1855 -2.1467 -1.5314 0.22
H 0.9140 -1.3322 1.4942 0.23

***

Record 6
69
Properties=species:S:1:pos:R:3:nbo_charge:R:1 method="wB97M-V/def2-TZVPD" e_above_lowest_kcal_mol=0.0 gap_ha="0.2252 / 0.2252"
Ga -0.6775 -1.6488 1.1469 1.65
N -0.9223 -5.8182 1.9610 -0.79
C -1.0210 -4.4940 2.0256 0.26
S -2.1158 -3.6021 1.0867 -0.28
N -0.2393 -3.9376 2.9984 -0.43
N -0.2831 -2.5849 2.9132 -0.45
C 0.2828 -1.8910 3.9184 0.14
C -0.0979 -0.6251 4.3026 -0.25
C 0.3721 -0.1275 5.5300 -0.14
C -0.0580 1.0809 6.0112 -0.29
C -0.8057 1.9132 5.1431 -0.18
C -1.1927 1.5008 3.8810 -0.27
C -0.9282 0.2085 3.4430 0.41
O -1.5350 -0.2513 2.3701 -0.80
H -1.5002 -6.3843 1.3413 0.40
H -0.2760 -6.2466 2.6295 0.41
H 0.9703 -2.4284 4.5718 0.19
H 1.1000 -0.7321 6.0767 0.21
H 0.2076 1.4197 7.0449 0.21
H -1.0084 2.9387 5.5125 0.21
H -1.8564 2.0716 3.2425 0.22
C 0.4487 4.2569 -3.2904 -0.63
C 1.1154 4.3901 -1.9093 -0.02
C 0.6603 5.5737 -1.0359 -0.42
C 1.4221 5.7262 0.2717 -0.42
C 1.7622 4.3807 0.9205 -0.03
C 2.3482 4.3338 2.1671 -0.25
C 2.4909 3.1319 2.8182 0.40
F 3.0414 3.1059 4.0504 -0.31
C 2.1279 1.9307 2.2569 -0.23
C 1.4924 1.9030 1.0148 -0.14
C 0.8059 0.7529 0.4754 0.59
O 0.8164 -0.2950 1.1839 -0.73
C 0.1491 0.9135 -0.7589 -0.34
C 0.3115 2.0636 -1.5232 0.16
N 0.9379 3.1704 -1.0349 -0.36
C 1.4383 3.1419 0.2450 0.24
C -0.9056 -0.0340 -1.2458 0.81
O -1.2087 0.0013 -2.4341 -0.65
O -1.4780 -0.8721 -0.3551 -0.86
H 0.5389 5.1749 -3.8982 0.24
H -0.6198 3.9357 -3.2340 0.23
H 0.9663 3.5005 -3.8701 0.22
H 2.1789 4.4087 -2.1258 0.20
H -0.4210 5.3701 -0.8009 0.22
H 0.6689 6.4448 -1.7248 0.23
H 0.8943 6.3941 1.0064 0.24
H 2.4095 6.2509 0.1835 0.22
H 2.6545 5.2698 2.6657 0.23
H 2.1050 1.0008 2.8186 0.27
H -0.0717 2.0951 -2.5630 0.26
N 1.2443 -3.1428 -2.9015 -0.79
C 0.4342 -3.2284 -1.8446 0.36
S 1.1110 -3.1456 -0.2727 -0.23
N -0.8714 -3.3521 -2.0841 -0.64
C -1.4599 -3.6793 -3.3069 0.20
C -1.4142 -2.7704 -4.3608 -0.27
C -1.6849 -3.2160 -5.6475 -0.21
C -2.1366 -4.5152 -5.8625 -0.22
C -2.3878 -5.3287 -4.7579 -0.19
C -2.0473 -4.9212 -3.4668 -0.24
H 2.2217 -2.8327 -2.7686 0.42
H 0.8870 -3.1329 -3.8519 0.41
H -1.4416 -3.4551 -1.2108 0.46
H -1.1155 -1.7441 -4.1015 0.26
H -1.5337 -2.5646 -6.5201 0.22
H -2.3560 -4.8274 -6.9025 0.22
H -2.7800 -6.3117 -4.9406 0.21
H -2.1645 -5.6141 -2.6229 0.23

***

Number 1: maximum force 3.86 eV/A. Number 2: maximum force 0.70 eV/A. Number 3: maximum force 4.27 eV/A. Number 4: maximum force 2.82 eV/A. Number 5: maximum force 5.39 eV/A. Number 6: maximum force 3.99 eV/A.